DFT (wB97M-V/def2-TZVPD) results for a structure of composition C25H20ClF3MnN3SSi.

Cartesian coordinates (Å):
Mn 0.2441 -0.2823 0.3572
F -4.5408 0.9442 -0.1683
C -4.4621 0.2771 -1.3251
F -5.2976 0.8561 -2.1907
F -4.9063 -0.9636 -1.1018
C -3.0449 0.2920 -1.8548
C -2.7684 0.8680 -3.0821
C -1.4567 0.9197 -3.5370
C -0.4571 0.4391 -2.7227
N -0.7138 -0.1234 -1.5354
C -1.9824 -0.2401 -1.1294
S -2.1528 -1.0696 0.4380
H -3.5748 1.2715 -3.6784
H -1.2160 1.3512 -4.4983
H 0.5848 0.5014 -3.0130
Cl 1.9929 0.8463 2.9276
C 0.7886 -0.3571 2.3118
H -0.1004 -0.2440 2.9331
H 1.2141 -1.3318 2.5502
C -2.2092 -3.4832 -4.7189
C -3.2807 -3.3559 -3.8427
C -3.0503 -3.2574 -2.4791
C -1.7446 -3.2797 -1.9780
C -0.6772 -3.4248 -2.8675
C -0.9095 -3.5233 -4.2329
Si -1.4594 -3.1266 -0.1681
C 0.3042 -3.2983 0.3767
C 0.5971 -4.1945 1.4061
C 1.8934 -4.3227 1.8908
C 2.9165 -3.5493 1.3621
C 2.6439 -2.6488 0.3428
C 1.3481 -2.5192 -0.1373
H -2.3890 -3.5688 -5.7831
H -4.2949 -3.3445 -4.2204
H -3.8928 -3.1645 -1.8028
H 0.3403 -3.4787 -2.4952
H -0.0774 -3.6436 -4.9157
H -2.3376 -3.9388 0.6896
H -0.1939 -4.7980 1.8385
H 2.1025 -5.0289 2.6844
H 3.9254 -3.6445 1.7428
H 3.4385 -2.0366 -0.0657
H 1.1809 -1.8762 -1.0011
N 4.5513 3.9373 -1.9912
C 3.6118 3.6750 -1.3847
C 2.4221 3.3382 -0.6456
C 1.6332 4.3134 -0.0497
C 0.5011 3.9148 0.6384
C 0.2024 2.5696 0.7086
N 0.9556 1.6283 0.1215
C 2.0464 2.0082 -0.5365
H 1.9096 5.3564 -0.1218
H -0.1354 4.6349 1.1320
H -0.6519 2.2222 1.2758
H 2.6560 1.2315 -0.9795

The charge is +1. Its multiplicity is 4. The total energy comes out at -3727.2120 hartree. For the relative energy (zero: lowest compared OMol25 entry of this formula, charge and spin), the calculation gives 0.000 eV.


DFT (wB97M-V/def2-TZVPD) results for a structure of composition C12H16F9NaO18S3.

Cartesian coordinates (Å):
Na -0.7387 -0.1068 -0.0695
C -2.8540 -2.2954 3.2280
F -1.5500 -2.1310 3.4675
F -3.2691 -3.3047 3.9911
F -3.5348 -1.1957 3.5752
S -3.1434 -2.6244 1.3815
O -2.8394 -4.0527 1.2327
O -4.5556 -2.2851 1.2081
O -2.1567 -1.7992 0.6840
C 2.3995 -2.5092 2.9404
F 2.9127 -1.3361 3.3134
F 3.2784 -3.4874 3.1705
F 1.3548 -2.7643 3.7296
S 1.9474 -2.4952 1.1201
O 1.3639 -3.7969 0.8630
O 1.0336 -1.3750 0.9814
O 3.2423 -2.2675 0.4750
C -1.0352 2.1996 -4.2228
F -1.4633 3.1476 -5.0508
F -0.5228 1.2009 -4.9810
F 0.0061 2.6983 -3.5408
S -2.4221 1.5160 -3.1089
O -3.0833 2.7389 -2.6786
O -3.1948 0.7157 -4.0428
O -1.7196 0.8000 -2.0678
C -0.8268 -1.7702 -5.5216
C 0.6133 -1.3883 -5.2893
O 0.7885 -1.6344 -3.8826
C -0.4372 -1.7912 -3.2936
O -0.6439 -1.9621 -2.1449
O -1.3860 -1.8324 -4.2338
H -0.9190 -2.8117 -5.8640
H -1.3457 -1.1660 -6.2634
H 0.8086 -0.3298 -5.4667
H 1.3496 -1.9622 -5.8479
C 2.3631 -0.0907 -1.9038
O 3.1374 0.8506 -1.1318
C 2.4929 1.4188 -0.1493
O 1.3229 1.3378 0.0902
O 3.3256 2.2595 0.4753
C 2.8134 2.8679 1.6338
H 1.7156 -0.7007 -1.2856
H 3.0932 -0.5965 -2.5297
H 1.7835 0.4752 -2.6415
H 2.9357 3.9552 1.5646
H 3.3935 2.6526 2.5333
H 1.7564 2.6909 1.8057
C -1.1131 4.0106 3.5956
O -1.6564 2.9811 2.7919
C -1.2449 1.7164 2.9540
O -1.7446 0.8129 2.3558
O -0.3173 1.6092 3.8751
C 0.2585 0.3239 4.1475
H -1.4324 4.9653 3.1855
H -0.0223 4.0240 3.5735
H -1.4679 3.8889 4.6184
H 0.7979 0.0222 3.2511
H -0.5025 -0.4276 4.3492
H 0.8544 0.4103 5.0503

The charge is -2. The total energy comes out at -4077.1146 hartree.


DFT (wB97M-V/def2-TZVPD) results for a structure of composition C38H34FeO8P.

Cartesian coordinates (Å):
Fe 0.4153 0.8828 -0.4614
O -2.7712 -3.3367 -1.7387
C -2.1178 -2.2808 -1.8214
O -2.5227 -1.1106 -2.0102
C -0.5713 -2.4348 -1.6645
P 0.3398 -0.8549 -1.8710
C 2.0956 -1.3641 -1.7674
C 2.9515 -0.2895 -1.1532
C 4.3962 -0.4395 -1.5218
C 4.8980 -1.6126 -1.9864
C 4.0430 -2.7172 -2.2491
C 2.6448 -2.5424 -2.1923
C 0.1520 -0.4613 -3.6639
C -1.0139 0.1905 -4.0748
C -1.1915 0.5443 -5.4045
C -0.2108 0.2620 -6.3474
C 0.9480 -0.3865 -5.9503
C 1.1262 -0.7451 -4.6181
H -0.2232 -3.1899 -2.3739
H -0.3548 -2.8230 -0.6653
H 2.9332 -0.4892 -0.0630
H 5.0512 0.4038 -1.3287
H 5.9623 -1.7107 -2.1795
H 4.4587 -3.6560 -2.5949
H 2.0037 -3.3375 -2.5613
H -1.7953 0.3613 -3.3474
H -2.1078 1.0390 -5.7073
H -0.3520 0.5433 -7.3854
H 1.7213 -0.6118 -6.6765
H 2.0444 -1.2315 -4.3154
O 0.7164 -0.5242 1.3757
C 1.0413 0.2756 2.5185
C 0.9465 1.8229 2.2183
O 1.0213 2.5595 3.2099
O 0.8466 2.1696 1.0141
C 2.4759 -0.0757 2.8969
C 3.1767 0.6861 3.8327
C 4.4721 0.3455 4.1910
C 5.0943 -0.7622 3.6265
C 4.3995 -1.5278 2.7037
C 3.0979 -1.1930 2.3479
C 0.0591 -0.0930 3.6311
C -1.1838 0.5346 3.6906
C -2.1297 0.1425 4.6255
C -1.8515 -0.8817 5.5217
C -0.6175 -1.5120 5.4688
C 0.3278 -1.1202 4.5286
H -0.2549 -0.4346 1.2228
H 2.6881 1.5552 4.2536
H 5.0035 0.9556 4.9128
H 6.1107 -1.0205 3.9002
H 4.8696 -2.3897 2.2443
H 2.5612 -1.7974 1.6303
H -1.4104 1.3314 2.9949
H -3.0897 0.6451 4.6535
H -2.5921 -1.1865 6.2521
H -0.3865 -2.3158 6.1586
H 1.2873 -1.6217 4.4951
C -5.9208 -0.3940 2.0481
O -6.0448 0.6979 1.1617
C -4.8974 1.1211 0.5547
C -5.0587 2.1482 -0.3975
C -3.9603 2.5920 -1.0744
C -2.6556 2.0893 -0.8625
C -1.5685 2.6100 -1.6507
C -1.8432 3.6951 -2.6786
O -0.3861 2.2426 -1.6010
C -2.4980 1.0638 0.1311
O -1.3813 0.5534 0.4612
C -3.6606 0.6036 0.8163
H -6.9225 -0.6000 2.4214
H -5.2626 -0.1583 2.8893
H -5.5312 -1.2781 1.5376
H -6.0491 2.5399 -0.5902
H -4.1032 3.3661 -1.8169
H -2.2109 4.6060 -2.2022
H -2.5852 3.3700 -3.4096
H -0.9059 3.9026 -3.1883
H -3.4954 -0.2009 1.5180
C 2.2591 1.0723 -1.3095
H 2.2211 1.3270 -2.3808
H 2.8283 1.8618 -0.8018

The charge is -2. Its multiplicity is 2. The total energy comes out at -3675.4897 hartree. For the relative energy (zero: lowest compared OMol25 entry of this formula, charge and spin), the calculation gives 0.000 eV.


DFT (wB97M-V/def2-TZVPD) results for the molecule C21H31N3O4.

Cartesian coordinates (Å):
C -1.1252 3.6149 -0.8462
N -0.8106 3.1752 0.4926
C -1.8441 3.3080 1.5050
C -2.5447 1.9656 1.7412
O -3.0238 1.5030 0.4950
C -3.3218 0.1783 0.3545
C -3.5754 -0.2502 -0.9489
C -3.8838 -1.5713 -1.2011
C -3.9422 -2.4868 -0.1621
C -3.6970 -2.0627 1.1297
C -3.3899 -0.7381 1.3972
C 0.2606 2.4154 0.8214
O 0.4490 2.0592 1.9724
C 1.2299 2.0410 -0.2973
C 2.3436 3.1036 -0.4206
C 3.6818 2.5606 0.0853
C 4.0393 1.3066 -0.6873
O 5.0968 1.1428 -1.2664
N 3.0334 0.4051 -0.6990
C 3.1529 -0.8266 -1.4442
C 2.9582 -2.0683 -0.5655
N 1.5472 -2.3169 -0.3081
C 1.2792 -2.9312 0.9806
C -0.2353 -2.9844 1.1909
O -0.8707 -3.7183 0.1714
C -0.5949 -3.1506 -1.0858
C 0.9099 -3.0979 -1.3535
C 1.8324 0.6699 0.0516
H -1.8148 4.4554 -0.7845
H -0.2271 3.9545 -1.3584
H -1.6057 2.8228 -1.4277
H -2.5635 4.0573 1.1775
H -1.3821 3.6217 2.4446
H -3.3708 2.0946 2.4531
H -1.8145 1.2640 2.1587
H -3.5276 0.4743 -1.7476
H -4.0751 -1.8889 -2.2155
H -4.1721 -3.5218 -0.3589
H -3.7414 -2.7676 1.9461
H -3.2141 -0.4319 2.4167
H 0.6913 1.9519 -1.2414
H 2.0796 3.9975 0.1491
H 2.4617 3.3962 -1.4662
H 3.6085 2.3277 1.1491
H 4.4738 3.2959 -0.0564
H 4.1588 -0.8256 -1.8708
H 2.4206 -0.8334 -2.2591
H 3.4649 -1.8988 0.3866
H 3.4350 -2.9334 -1.0521
H 1.7309 -2.3229 1.7664
H 1.6886 -3.9550 1.0383
H -0.4773 -3.4880 2.1280
H -0.6334 -1.9585 1.2131
H -1.0976 -3.7784 -1.8231
H -1.0096 -2.1318 -1.1317
H 1.0911 -2.6270 -2.3212
H 1.3092 -4.1279 -1.3836
H 1.1180 -0.1263 -0.1600
H 2.0400 0.6571 1.1285

The charge is 0. The structure (SMILES) is CN(CCOc1ccccc1)C(=O)[C@H]1CCC(=O)N(CCN2CCOCC2)C1. The total energy comes out at -1284.0458 hartree. For the relative energy (zero: lowest compared OMol25 entry of this formula, charge and spin), the calculation gives 2.106 eV.


DFT (wB97M-V/def2-TZVPD) results for the molecule C2H6N2S2.

Cartesian coordinates (Å):
C 0.3584 1.7391 -0.2725
C -0.3360 0.4475 -0.0452
N -1.4649 0.1475 -0.4893
S -2.4858 -1.1333 -0.1159
N 0.5616 -0.5791 0.5543
S 1.3309 -1.7284 -0.4010
H 1.0706 1.7425 -1.2494
H -0.3399 2.7340 -0.2608
H 1.2836 1.8315 0.6223
H -1.5687 -2.1181 0.3855
H 1.0902 -0.2635 1.3755
H 0.5000 -2.8196 -0.1035

The charge is 0. The structure (SMILES) is C/C(=N/S)NS. The total energy comes out at -985.5975 hartree. For the relative energy (zero: lowest compared OMol25 entry of this formula, charge and spin), the calculation gives 2.340 eV.


DFT (wB97M-V/def2-TZVPD) results for a structure of composition C5H11NO.

Cartesian coordinates (Å):
C 0.2944 -0.2226 -2.4324
C -1.1628 0.3329 -0.2750
N 0.6222 -1.4339 -2.1227
H 0.0633 -2.1734 -2.5347
H 0.9334 -1.5402 -0.9362
H 0.9064 0.5892 -2.0651
H -0.4319 0.0003 -3.2111
H -1.7616 -0.4068 0.2578
H -1.2887 1.3093 0.1863
H -1.6066 0.3751 -1.2693
C 0.5622 -0.0916 0.6110
C 0.1329 0.0661 2.0242
C 0.2353 1.1944 2.7153
O 1.0261 -1.2774 0.3071
H 1.1386 0.7698 0.2395
H -0.2690 -0.8364 2.4713
H -0.0653 1.2591 3.7523
H 0.6713 2.0862 2.2818

The charge is 0. The total energy comes out at -326.9515 hartree. For the relative energy (zero: lowest compared OMol25 entry of this formula, charge and spin), the calculation gives 4.893 eV.